# 1
The following is a quantum chemistry calculation of a 10-piece molecular cluster, C37H94O23S3 overall in a non-equilibrium geometry, from OMol25.

Atoms and positions in Å:
H (13.915, 20.424, 10.564)
C (12.736, 9.053, 16.316)
H (17.258, 15.027, 12.191)
S (8.592, 11.469, 17.786)
H (13.393, 13.609, 11.766)
H (11.525, 13.775, 13.869)
O (16.417, 19.448, 16.467)
H (14.515, 18.997, 9.664)
H (9.200, 18.282, 12.574)
O (9.121, 10.191, 18.275)
H (17.999, 17.160, 14.776)
H (6.839, 16.274, 8.056)
H (15.415, 15.893, 15.289)
C (11.359, 7.851, 17.890)
C (10.718, 13.376, 14.499)
C (9.308, 19.565, 18.653)
H (15.186, 15.396, 18.346)
H (16.982, 19.250, 14.528)
H (14.918, 12.037, 15.230)
C (9.582, 15.331, 13.700)
C (9.661, 19.052, 10.729)
H (10.683, 7.687, 17.003)
C (18.901, 16.641, 14.495)
C (8.416, 11.273, 16.046)
H (7.999, 12.194, 15.625)
O (9.708, 12.607, 17.768)
H (13.753, 12.636, 14.141)
H (7.468, 15.685, 20.012)
O (12.717, 15.613, 11.652)
H (20.304, 18.037, 15.327)
H (14.338, 15.625, 12.825)
O (9.990, 22.242, 11.869)
H (7.799, 17.755, 16.845)
H (15.505, 17.676, 11.852)
O (19.711, 18.555, 13.429)
H (11.731, 22.517, 12.926)
H (9.472, 14.951, 12.698)
O (13.084, 11.085, 15.176)
O (9.482, 17.356, 8.349)
H (9.657, 12.125, 19.741)
O (18.710, 15.934, 13.315)
S (12.677, 16.942, 16.816)
O (13.566, 15.746, 16.236)
C (6.930, 19.817, 13.366)
H (14.166, 14.603, 10.458)
C (11.146, 16.168, 16.835)
C (15.596, 15.213, 17.342)
H (13.276, 16.958, 13.138)
H (12.487, 14.051, 10.405)
O (9.723, 14.320, 14.701)
C (7.468, 17.144, 15.990)
H (9.707, 21.102, 16.477)
O (8.308, 17.383, 19.356)
O (13.095, 17.290, 18.153)
H (7.525, 19.282, 19.817)
H (9.455, 11.104, 15.735)
H (10.131, 13.804, 19.247)
H (15.507, 19.640, 10.985)
S (8.599, 17.006, 9.433)
H (6.415, 19.832, 12.437)
C (7.464, 16.738, 20.339)
H (16.383, 20.804, 14.854)
C (16.205, 19.723, 15.073)
H (11.977, 6.997, 18.097)
C (13.740, 16.374, 12.305)
C (11.281, 22.691, 11.971)
H (11.844, 22.220, 11.153)
C (20.075, 17.553, 14.371)
H (6.608, 17.978, 8.607)
H (15.884, 21.327, 17.182)
C (15.463, 19.992, 18.669)
H (8.905, 20.029, 15.466)
H (7.830, 10.352, 15.817)
H (14.536, 20.254, 16.749)
H (13.548, 13.001, 15.936)
C (13.808, 12.253, 15.130)
H (11.111, 15.307, 17.482)
H (11.018, 15.873, 15.789)
C (14.038, 21.360, 20.185)
O (13.728, 18.520, 11.318)
H (6.482, 17.199, 20.366)
H (7.240, 18.817, 13.667)
C (20.750, 19.246, 12.906)
C (8.528, 18.765, 19.713)
H (10.689, 8.138, 18.817)
H (20.456, 19.783, 11.996)
H (21.043, 20.027, 13.610)
H (19.071, 16.025, 15.335)
C (9.128, 22.683, 12.865)
H (9.082, 18.963, 20.688)
H (16.413, 19.748, 19.069)
H (7.067, 16.182, 16.241)
H (7.593, 15.387, 14.354)
H (10.416, 12.445, 13.935)
H (15.188, 19.426, 14.705)
H (10.390, 19.479, 16.133)
H (16.693, 15.229, 17.290)
C (14.972, 16.059, 16.295)
H (6.168, 16.616, 9.822)
O (12.677, 17.989, 15.846)
H (20.971, 16.983, 14.042)
O (12.101, 9.031, 17.606)
H (21.655, 18.582, 12.682)
H (10.426, 16.916, 17.133)
C (13.483, 10.315, 16.316)
H (9.165, 20.012, 10.702)
H (10.517, 19.510, 12.574)
H (7.964, 16.752, 21.321)
H (9.293, 20.588, 19.104)
H (8.002, 16.731, 13.143)
H (11.159, 13.109, 15.461)
H (11.801, 11.178, 18.987)
H (13.541, 22.334, 20.040)
H (13.324, 8.111, 16.175)
O (8.605, 16.984, 15.092)
H (8.882, 23.763, 12.737)
H (10.368, 19.224, 18.674)
C (7.794, 22.007, 12.861)
H (14.563, 10.065, 16.237)
H (7.040, 22.430, 13.613)
C (6.903, 16.963, 8.927)
H (10.333, 19.015, 9.876)
C (11.669, 12.290, 19.078)
H (7.422, 22.045, 11.843)
H (16.682, 16.022, 13.629)
C (14.495, 17.397, 11.461)
O (8.462, 18.132, 10.492)
C (10.281, 12.747, 19.064)
H (14.651, 16.918, 10.521)
C (14.445, 19.455, 10.626)
H (9.487, 22.511, 13.938)
C (17.450, 15.297, 13.218)
O (8.962, 15.784, 10.133)
H (12.173, 12.789, 18.221)
H (6.812, 17.700, 15.324)
O (7.400, 11.944, 18.401)
O (8.736, 19.482, 17.394)
C (10.141, 18.576, 12.039)
H (11.903, 8.942, 15.607)
C (8.363, 16.120, 13.977)
H (14.567, 21.064, 21.070)
O (15.071, 21.330, 19.211)
H (14.788, 19.191, 18.940)
H (15.342, 14.199, 17.183)
C (13.235, 14.409, 11.066)
O (8.070, 20.667, 13.286)
H (10.451, 15.957, 13.693)
H (15.108, 17.171, 16.550)
H (13.354, 10.914, 17.220)
H (6.236, 20.354, 14.223)
C (15.501, 20.289, 17.222)
H (17.387, 14.368, 13.847)
H (10.859, 17.799, 11.991)
H (11.255, 23.782, 11.853)
C (9.500, 20.059, 16.342)
H (12.230, 12.766, 19.885)
H (13.219, 20.666, 19.945)

Atoms 1-6, force components in eV/Å:
H 0.1 -0.6 0.1
C -1.9 -2.3 1.6
H 0.0 0.1 -0.3
S 0.2 -2.7 -0.7
H 0.4 -0.2 0.8
H 0.1 0.2 0.2

Energy relative to the best compared isomer or geometry (same formula, charge and spin) ... 19.6 kcal per mole
Kohn-Sham gap ... 9.871 eV
HOMO level ... -9.3 eV
SMILES string ... CCOS(C)(=O)=O.CCOS(C)(=O)=O.CCOS(C)(=O)=O.COCCOC.COCCOC.COCCOC.COCCOC.COCCOC.COCCOC.COCCOC

***

# 2
The following is a quantum chemistry calculation of a 3-piece molecular cluster, C5H11NO overall in a non-equilibrium geometry, from OMol25.

Atoms and positions in Å:
H (-0.151, -0.464, -2.284)
H (-0.194, -1.426, 0.309)
H (2.365, -2.220, 0.729)
H (-1.915, 1.333, 0.881)
H (1.162, 0.836, -2.231)
O (-2.553, -0.525, 0.423)
H (1.167, 0.366, 2.088)
C (-0.773, 1.399, -1.570)
C (2.035, -1.235, 0.378)
C (0.127, 0.557, -2.041)
H (-0.538, 2.433, -1.338)
H (2.075, -1.245, -0.717)
N (0.309, -0.054, 1.691)
C (-2.310, 0.352, 1.209)
H (-2.386, 0.204, 2.296)
H (-1.797, 1.076, -1.395)
H (2.747, -0.483, 0.747)
C (0.630, -0.904, 0.826)

Atoms 1-6, force components in eV/Å:
H 0.0 0.0 0.0
H 0.3 0.1 0.2
H -0.2 0.1 0.0
H -0.2 0.0 0.1
H -0.2 0.0 0.1
O -0.2 0.0 0.0

Energy relative to the best compared isomer or geometry (same formula, charge and spin) ... 69.1 kcal per mole
Kohn-Sham gap ... 10.762 eV
HOMO level ... -9.7 eV
SMILES string ... [H]/N=C\C.C=C.C=O

***

# 3
The following is a quantum chemistry calculation of an isolated molecule of C6H12O in a non-equilibrium geometry, from OMol25.

Atoms and positions in Å:
H (0.306, -2.601, -1.031)
C (-0.335, 1.209, 0.243)
C (1.060, 1.831, 0.052)
H (0.511, -1.355, 1.180)
H (-0.820, -1.983, -2.272)
O (0.368, -0.546, -1.338)
C (-0.475, 0.582, 1.685)
H (1.852, 1.100, 0.249)
H (-1.403, 0.818, 2.216)
C (-0.449, -0.843, 1.056)
H (1.202, 2.221, -0.960)
H (-1.105, 1.941, -0.025)
C (-0.559, -0.186, -0.349)
C (0.179, -1.850, -1.825)
H (-1.584, -0.280, -0.746)
H (0.939, -2.009, -2.594)
H (0.378, 0.785, 2.345)
H (-1.276, -1.496, 1.356)
H (1.208, 2.663, 0.758)

Atoms 1-6, force components in eV/Å:
H 0.0 0.1 -0.1
C 0.6 0.4 1.0
C -0.2 -0.1 0.0
H -0.2 0.0 0.1
H 0.2 0.1 0.1
O 0.0 0.1 0.1

Energy relative to the best compared isomer or geometry (same formula, charge and spin) ... 32.5 kcal per mole
Kohn-Sham gap ... 10.628 eV
HOMO level ... -9.5 eV
SMILES string ... CO[C@H]1CC[C@H]1C

***

# 4
The following is a quantum chemistry calculation of C28H29NOS4SiTaTe as an isolated structure, from OMol25.

Atoms and positions in Å:
C (-2.774, -1.801, 2.183)
N (-1.786, -0.868, 0.226)
H (5.026, 2.497, -0.366)
C (1.148, -4.632, -0.935)
H (5.361, -2.103, -3.002)
H (-0.198, 2.629, 4.188)
H (1.977, 2.935, -3.296)
C (4.556, 2.911, -1.259)
O (2.019, 1.844, -0.491)
H (-2.513, 0.786, -1.746)
H (1.779, -5.028, -4.231)
C (1.371, -5.279, -2.137)
S (-0.772, 1.916, -0.636)
H (-1.245, 4.855, 4.132)
C (-3.649, -0.730, 2.265)
C (-1.632, 4.805, 2.022)
C (-0.912, 2.802, 0.893)
H (1.764, -2.566, -4.128)
H (0.863, 3.987, -2.414)
C (1.123, -3.243, -0.884)
H (-2.084, 5.786, 1.990)
C (4.636, -4.142, -0.396)
Ta (1.340, 0.255, 0.119)
H (5.086, 3.829, -1.528)
H (1.386, -6.359, -2.174)
H (-4.245, 1.123, 1.337)
S (0.294, 0.661, 2.266)
C (5.036, -2.410, -2.016)
C (1.341, -2.489, -2.031)
H (1.416, 4.707, 0.524)
C (-0.570, 3.030, 3.255)
C (4.199, -1.847, 0.167)
C (-1.160, 4.282, 3.219)
H (4.692, 2.208, -2.085)
H (2.842, 4.048, 1.339)
S (0.821, -2.455, 0.678)
H (-0.925, -3.650, 1.803)
H (3.886, -3.496, 1.510)
H (4.618, -0.406, -1.374)
H (-1.201, -3.537, 0.058)
C (4.212, -3.190, 0.523)
H (1.009, -5.201, -0.024)
H (4.648, -5.188, -0.115)
C (-1.864, -1.830, 1.136)
C (-0.442, 2.268, 2.094)
C (1.581, -3.150, -3.235)
C (-3.584, 0.267, 1.303)
H (-2.790, -2.595, 2.917)
H (3.012, 5.408, 0.227)
Si (2.763, 3.288, -0.992)
C (5.041, -3.756, -1.664)
H (-3.147, 2.029, -0.648)
H (5.369, -4.501, -2.378)
C (-0.917, -2.979, 0.948)
C (2.475, 4.473, 0.402)
S (1.399, -0.723, -2.065)
C (-2.631, 0.155, 0.304)
C (-1.501, 4.065, 0.861)
H (-4.366, -0.667, 3.073)
H (-1.842, 4.465, -0.087)
C (4.620, -1.456, -1.102)
Te (3.553, -0.394, 1.577)
H (2.397, 4.626, -3.016)
C (1.915, 3.751, -2.572)
C (-2.437, 1.209, -0.744)
C (1.590, -4.532, -3.289)

Atoms 1-6, force components in eV/Å:
C 0.0 0.0 0.0
N 0.0 0.0 0.0
H 0.0 0.0 0.0
C 0.0 0.0 0.0
H 0.0 0.0 0.0
H 0.0 0.0 0.0

Energy relative to the best compared isomer or geometry (same formula, charge and spin) ... 24.1 kcal per mole
Kohn-Sham gap ... 6.391 eV
Charge ... +1
HOMO level ... -10.5 eV

***

# 5
The following is a quantum chemistry calculation of C17H41N2OSi3Ta as an isolated structure in a non-equilibrium geometry, from OMol25.

Atoms and positions in Å:
H (2.567, 1.686, -4.891)
H (-0.500, 2.212, 2.499)
H (2.867, -2.521, -2.817)
H (-4.396, 1.947, -2.707)
H (-2.980, 1.732, -0.113)
O (0.699, 1.673, 0.881)
C (-0.015, 2.043, -2.971)
H (5.351, -1.477, -1.470)
C (2.028, 3.588, -0.844)
H (-3.183, -1.893, -0.236)
C (0.330, 2.617, 1.927)
H (1.056, 3.838, -1.265)
C (3.638, 1.872, 1.001)
C (2.515, -2.591, -1.786)
Si (2.138, 1.910, -0.076)
H (-3.347, -0.483, 0.817)
N (-4.928, 0.084, -1.951)
H (2.771, 3.704, -1.637)
H (3.829, -1.823, 1.448)
C (2.856, 1.345, -3.893)
H (-0.376, 2.281, -1.966)
Si (3.033, -1.097, -0.791)
C (-0.601, -2.148, 0.162)
H (-5.522, -0.085, 0.032)
H (1.440, -2.763, -1.802)
H (-0.865, 1.720, -3.575)
H (-0.480, -2.966, -0.555)
H (-0.785, -2.575, 1.157)
H (3.772, 0.948, 1.563)
H (-5.087, 1.970, -1.083)
H (-2.011, -0.065, -3.140)
H (-0.059, -1.338, -3.051)
N (-2.558, -0.083, -1.107)
H (2.261, 4.340, -0.085)
C (0.587, -0.785, -3.743)
H (4.799, 0.065, -2.120)
C (-4.937, -0.646, -0.695)
H (2.436, -0.781, 1.675)
C (-2.644, -0.652, -2.479)
H (3.342, 2.179, -3.384)
H (2.228, -2.458, 1.140)
C (-4.131, -0.620, -2.945)
C (1.830, 0.388, -1.138)
H (3.594, 0.552, -4.025)
C (-2.989, 1.344, -1.134)
H (-2.284, 1.919, -1.726)
Si (1.360, 0.742, -2.973)
H (1.174, 2.779, 2.594)
H (3.606, 2.697, 1.718)
H (0.033, 3.562, 1.477)
Ta (-0.129, -0.275, -0.075)
H (-2.267, -1.675, -2.458)
H (-4.523, -1.630, -3.055)
H (4.530, 2.022, 0.388)
H (-0.014, -0.497, -4.609)
H (-5.417, -1.613, -0.841)
H (-4.219, -0.113, -3.905)
H (5.267, -0.068, -0.423)
H (2.983, -3.482, -1.358)
C (2.850, -1.568, 1.032)
H (1.344, -1.478, -4.111)
C (4.765, -0.582, -1.243)
C (-3.470, -0.844, -0.207)
C (-4.419, 1.428, -1.750)
H (0.332, 2.978, -3.417)

Atoms 1-6, force components in eV/Å:
H 0.0 0.0 0.0
H 0.0 0.0 0.0
H -0.1 0.0 0.0
H 0.0 0.0 0.0
H 0.0 -0.1 0.1
O -1.2 -1.3 0.4

Kohn-Sham gap ... 5.378 eV
Charge ... +2
HOMO level ... -14.1 eV

***

# 6
The following is a quantum chemistry calculation of a 6-piece molecular cluster, C3H19NO5S overall in a non-equilibrium geometry, from OMol25.

Atoms and positions in Å:
H (-1.977, 0.968, 2.995)
H (-2.295, -2.013, 2.382)
H (0.127, -1.453, -1.547)
H (-1.569, -2.244, -0.150)
H (4.612, 0.760, -2.276)
H (4.818, 1.151, -0.714)
C (-0.902, -0.702, 1.192)
H (-0.099, -2.876, 1.108)
O (4.251, 1.020, -1.426)
H (-0.914, 0.188, 0.612)
N (0.504, -1.882, -0.731)
O (2.066, 1.324, 2.028)
H (-2.948, -0.980, 1.168)
H (0.124, -1.800, -4.818)
S (-2.832, 0.019, 3.385)
H (3.051, 1.280, 2.251)
H (1.316, -1.548, -0.426)
O (-0.445, 1.191, -1.890)
H (2.222, 2.200, -1.783)
H (-0.142, -0.223, 1.984)
H (1.706, 0.727, 2.729)
C (-0.508, -1.997, 0.369)
O (-0.749, -1.862, -4.471)
C (-2.241, -1.005, 1.972)
H (-0.525, -1.899, -3.566)
H (1.619, 3.684, -1.768)
H (-0.508, 2.110, -2.075)
O (1.709, 2.832, -2.297)
H (0.420, 1.015, -1.909)

Atoms 1-6, force components in eV/Å:
H 0.0 0.8 0.3
H 0.1 -0.2 0.0
H 0.0 0.6 -0.3
H 2.6 -0.1 1.2
H 0.8 0.1 0.5
H 2.1 0.1 1.1

Kohn-Sham gap (alpha / beta) ... 9.129 / 3.630 eV
Charge ... +1
HOMO level (alpha / beta) ... -13.1 / -12.7 eV
Spin multiplicity ... 2

***

# 7
The following is a quantum chemistry calculation of C24H32N6O3ReS3 as an isolated structure, from OMol25.

Atoms and positions in Å:
C (0.664, 1.471, -3.439)
N (-1.760, 0.448, 1.010)
H (1.549, -3.000, 1.103)
H (-0.011, 4.921, -1.477)
C (3.444, -0.282, -1.534)
C (-0.052, 4.759, 1.904)
C (-3.487, -2.451, 4.312)
H (1.619, -2.657, -2.741)
C (-1.485, -0.670, 1.625)
H (-0.569, 6.281, 0.511)
H (0.732, -4.023, -2.110)
H (2.607, 0.683, -3.744)
C (2.418, -2.724, 0.502)
C (-2.463, -1.111, 2.636)
C (-0.211, 5.269, 0.638)
H (-1.463, -2.835, -2.478)
H (-0.272, -2.617, -0.521)
C (0.091, 4.487, -0.491)
H (-1.480, 0.983, -0.985)
C (1.218, -3.088, -1.823)
H (-1.369, 0.822, -3.682)
H (-5.382, -1.764, 5.033)
O (-4.070, 1.279, 0.501)
N (-0.951, 0.433, -1.660)
H (-5.450, 0.231, 3.552)
S (-3.173, 1.121, 1.602)
H (-1.179, 2.245, -2.695)
C (0.513, 3.187, -0.365)
C (1.099, 1.157, 2.540)
C (-1.759, -0.785, -1.903)
H (-3.477, -3.319, 4.957)
H (-1.583, -2.914, 3.394)
C (1.741, 0.448, -3.120)
C (-3.540, -0.237, 2.693)
H (3.302, -3.104, 1.022)
C (-0.763, 1.256, -2.887)
H (-2.271, -1.044, -0.976)
H (1.031, 2.460, -3.154)
C (-0.866, -1.933, -2.333)
H (0.735, 2.591, -1.239)
H (3.858, 0.303, 0.494)
H (-0.387, -1.700, -3.285)
H (1.421, -0.562, -3.381)
S (0.659, 2.562, 3.474)
H (2.341, 1.419, -1.442)
C (0.642, 2.628, 0.913)
N (1.020, 1.334, 1.191)
H (4.269, 0.319, -1.919)
H (0.580, 1.496, -4.526)
O (-2.842, 2.275, 2.385)
S (1.619, -0.182, 3.406)
C (3.669, -0.613, -0.069)
C (2.382, -3.409, -0.860)
H (-2.524, -0.608, -2.662)
Re (0.696, -0.301, -0.229)
C (0.392, 3.445, 2.035)
H (3.389, -1.202, -2.115)
H (-0.285, 5.345, 2.781)
N (2.158, 0.448, -1.698)
H (3.324, -3.226, -1.378)
H (2.366, -4.476, -0.640)
C (-4.607, -0.445, 3.535)
O (-0.436, -1.346, 1.289)
N (2.459, -1.242, 0.499)
N (0.186, -2.156, -1.311)
H (2.426, -1.009, 1.503)
C (-2.423, -2.234, 3.443)
H (4.536, -1.267, 0.033)
C (-4.562, -1.571, 4.355)

Atoms 1-6, force components in eV/Å:
C -0.1 -0.1 0.2
N -0.1 -0.1 0.4
H 0.0 0.0 0.0
H 0.0 0.0 0.0
C 0.1 -0.2 0.3
C -0.1 0.2 -0.1

Energy relative to the best compared isomer or geometry (same formula, charge and spin) ... 0.0 kcal per mole
Kohn-Sham gap (alpha / beta) ... 8.841 / 4.976 eV
Charge ... +2
HOMO level (alpha / beta) ... -14.2 / -13.7 eV
Spin multiplicity ... 4

***

What is the formula in the seventh record? C24H32N6O3ReS3